#A
This record from the Open Molecules 2025 dataset describes a cluster of 20 separate species, H41O20 in total. The level of theory is ωB97M-V/def2-TZVPD.

Calculated values
LUMO level = -3.37 eV
M = 361.308 g mol⁻¹
orbital gap = 9.88 eV

```
! RIJCOSX wB97M-V def2-TZVPD def2/J DEFGRID3
* xyz 1 1
O -3.63 -3.09 -2.16
H -1.42 0.97 1.41
O -3.13 2.03 -2.53
H -3.46 1.79 -1.62
H 2.10 3.94 -1.07
O -0.71 0.09 3.38
H -1.50 0.02 4.09
H -0.49 0.99 3.40
O 5.04 -0.68 0.97
H 4.46 -1.19 0.42
H -1.98 -3.99 -3.14
O 2.35 4.32 2.52
H 1.91 -1.42 4.79
H 5.72 -1.25 1.30
O -1.13 1.69 0.64
H 0.24 1.55 -4.41
H 1.81 4.62 3.32
O 2.05 1.20 2.15
H -0.13 1.62 -2.43
H -2.12 -0.64 -3.09
O 3.12 -3.35 -2.19
H 2.38 -4.05 -2.45
H 3.85 -3.90 -2.23
O 1.23 -1.75 5.53
H 0.72 -0.99 5.33
H 1.77 3.63 2.33
O -6.01 0.29 0.04
H -0.26 1.54 1.03
H -5.15 0.37 0.53
O -2.03 -0.88 0.05
H -2.67 -1.39 -0.56
H 2.34 0.21 2.44
O -0.34 0.99 -3.83
H -1.30 1.11 -4.09
H 1.57 -2.10 1.52
O -3.53 2.69 2.69
H -3.48 3.07 1.88
H -4.12 3.31 3.26
O 3.91 0.87 -2.53
H -3.76 2.54 -3.16
H 3.22 1.02 -1.82
O 0.25 1.97 -1.48
H -6.24 1.12 -0.31
H -4.14 -2.22 -1.98
O -1.00 -3.95 -2.81
H -1.63 -1.69 0.37
H -1.14 -3.22 -2.29
O 2.27 -1.60 1.26
H 2.67 -1.48 2.05
H 3.88 -0.18 -2.54
O -1.85 -0.29 -2.26
H -4.20 -3.60 -2.92
H 2.75 1.18 1.52
O 2.25 3.17 -0.58
H -0.24 2.91 -1.77
H 3.17 2.95 -0.47
O 3.01 -4.03 1.93
H 2.04 -4.05 1.83
H 3.11 -4.96 1.84
H -0.32 1.66 -0.58
H -2.09 0.54 -2.54
*
```

***

#B
This record from the Open Molecules 2025 dataset describes a cluster of 20 separate species, H41O20 in total. The level of theory is ωB97M-V/def2-TZVPD.

Calculated values
LUMO level = -3.20 eV
M = 361.308 g mol⁻¹
orbital gap = 9.48 eV

```
! RIJCOSX wB97M-V def2-TZVPD def2/J DEFGRID3
* xyz 1 1
O 0.02 0.19 1.88
H 2.51 -4.45 -2.42
O 1.20 3.73 -3.63
H 0.36 3.74 -3.38
H 1.50 4.43 -4.18
O 2.35 1.11 5.00
H 2.70 0.36 5.30
H 2.84 1.52 4.27
O -2.48 1.72 -2.37
H -3.66 1.37 -1.92
H -2.46 2.69 -2.31
O -0.98 0.87 -0.88
H 5.32 -1.07 0.58
H -2.22 1.63 -1.48
O 4.40 -0.74 0.86
H 2.41 1.79 -0.77
H 3.82 -0.77 0.18
O 2.53 2.31 -0.12
H 3.25 2.84 0.13
H -3.86 -1.94 0.21
O -0.68 -2.55 -3.54
H -0.30 -2.95 -2.81
H -0.91 -1.55 -3.37
O -4.91 -2.66 -1.99
H -4.01 -2.24 -2.09
H -0.67 0.48 0.01
O 4.61 0.21 -1.40
H 5.41 0.50 -1.78
H 4.58 0.40 -0.44
O 0.57 -3.15 1.72
H 0.86 -4.05 1.59
H -0.88 -0.10 1.87
O -0.50 -1.87 -0.54
H 0.38 -1.91 -0.75
H -0.54 -2.88 -0.57
O 0.43 3.45 3.04
H 0.72 2.70 3.49
H 0.64 3.31 2.01
O 2.33 -3.45 -2.39
H 0.40 -0.50 1.53
H 1.86 -2.94 -3.10
O -4.74 0.93 -1.83
H 0.25 -3.19 2.68
H -4.95 0.96 -0.79
O 2.08 -1.17 -1.13
H 2.52 -0.66 -1.92
H 2.59 -1.65 -0.59
O -2.69 1.53 2.39
H -2.37 1.74 3.26
H -3.38 2.07 2.07
O -2.90 -1.81 0.06
H -4.81 -0.02 -1.99
H -2.81 -1.78 1.03
O 1.82 -1.41 4.69
H 2.53 -1.40 4.04
H 2.39 -1.77 5.49
O -2.83 2.96 0.04
H -2.22 3.56 0.30
H -2.44 2.26 0.50
H -0.03 1.20 -1.23
H -4.57 -3.25 -1.37
*
```

***

Most stable to least stable, the ends of the list are #A and #B.

***

#A
This record from the Open Molecules 2025 dataset describes a cluster of 2 separate species, C2H6BrP in total. The level of theory is ωB97M-V/def2-TZVPD.

Calculated values
LUMO level = 0.11 eV
M = 140.948 g mol⁻¹
orbital gap = 8.12 eV

```
! RIJCOSX wB97M-V def2-TZVPD def2/J DEFGRID3
* xyz 0 1
C -0.65 0.85 -0.37
C 1.01 -0.13 0.96
P -1.30 -0.43 -1.39
Br 0.60 0.26 2.72
H -1.18 1.45 0.40
H 0.11 1.36 -0.74
H 0.85 -1.21 0.55
H 1.92 0.37 0.52
H -1.25 -1.63 -0.52
H -0.11 -0.90 -2.13
*
```

***

#B
This record from the Open Molecules 2025 dataset describes a structure of composition C2H6BrP. The level of theory is ωB97M-V/def2-TZVPD.

Calculated values
LUMO level = 0.91 eV
M = 140.948 g mol⁻¹
orbital gap = 10.78 eV

```
! RIJCOSX wB97M-V def2-TZVPD def2/J DEFGRID3
* xyz 0 1
C -0.07 -0.79 -0.05
C 0.88 0.20 0.57
P 0.48 1.85 -0.07
Br 2.74 -0.17 0.15
H -1.05 -0.31 0.24
H -0.32 -1.77 0.48
H 0.11 -1.03 -1.12
H 0.80 0.15 1.84
H 0.21 1.25 -1.30
H -0.76 1.67 0.39
*
```

***

Most stable to least stable, the ends of the list are #B and #A.